1.
A molecular structure, C34H34N3PY, computed with ωB97M-V/def2-TZVPD.

Each line ends with the Löwdin charge.
CARTESIAN COORDINATES (ANGSTROEM)
Y -0.305 0.013 0.328  1.490
P -2.858 -0.851 -0.480  0.992
N 1.727 0.323 -0.968  -0.314
N 0.505 2.004 0.752  -0.102
N -0.428 0.383 2.744  -0.312
C -2.525 -1.124 -4.560  -0.062
C 3.212 4.242 -0.559  -0.072
C -1.950 -4.823 -0.329  -0.071
C -2.615 -1.466 -3.219  -0.069
C -6.135 -1.852 1.697  -0.068
C 3.208 2.159 -1.720  -0.032
C -4.565 -1.093 0.039  -0.373
C -7.188 -1.419 0.901  -0.068
C -4.828 -1.690 1.271  -0.104
C -0.605 -4.810 0.043  -0.077
C -2.624 0.208 -4.945  -0.066
C -1.585 -0.385 3.250  -0.083
C -1.513 3.734 4.033  -0.072
C -2.804 1.200 -3.991  -0.072
C -5.621 -0.664 -0.759  -0.077
C -2.628 -3.630 -0.469  -0.111
C 2.160 3.816 0.239  -0.020
C 2.692 -0.496 -0.195  -0.055
C 1.576 -0.221 -2.333  -0.062
C 3.729 3.436 -1.560  -0.079
C -2.801 -0.478 -2.251  -0.403
C 0.037 -3.608 0.283  -0.147
C -0.159 2.642 1.819  -0.236
C 1.576 2.561 0.047  -0.226
C -0.617 1.832 2.872  -0.212
C -6.930 -0.828 -0.326  -0.066
C 0.822 -0.064 3.388  -0.049
C -2.884 0.859 -2.648  -0.119
C -0.599 -2.358 0.173  -0.271
C -1.959 -2.417 -0.233  -0.462
C -1.270 2.372 3.971  -0.024
C -0.477 4.003 1.871  -0.028
C 2.162 1.728 -0.925  -0.213
C -1.131 4.539 2.967  -0.066
H 2.745 -0.119 0.829  0.090
H 1.654 0.517 2.992  0.090
H -2.877 2.237 -4.290  0.111
H -3.675 -3.629 -0.752  0.112
H 1.160 -1.228 -2.270  0.086
H -3.015 1.641 -1.906  0.104
H -0.074 -5.748 0.149  0.107
H -6.335 -2.324 2.651  0.110
H 3.633 5.225 -0.389  0.110
H -1.357 5.597 2.987  0.112
H -8.209 -1.548 1.234  0.111
H -2.019 4.157 4.890  0.109
H 3.643 1.495 -2.456  0.111
H -2.460 -5.762 -0.505  0.110
H -1.601 1.729 4.775  0.112
H 0.904 0.417 -2.906  0.101
H 0.979 -1.127 3.193  0.093
H -2.382 -1.894 -5.306  0.112
H -0.229 4.640 1.034  0.110
H 2.533 -0.276 -2.854  0.089
H -2.501 0.027 2.827  0.092
H 1.080 -3.653 0.585  0.081
H -1.656 -0.351 4.339  0.092
H -2.556 0.473 -5.991  0.111
H 3.689 -0.412 -0.631  0.107
H 2.380 -1.543 -0.194  0.079
H -2.528 -2.503 -2.920  0.103
H 0.773 0.092 4.469  0.104
H -7.743 -0.497 -0.958  0.111
H 4.539 3.776 -2.190  0.106
H -1.481 -1.429 2.948  0.084
H 1.802 4.469 1.019  0.096
H -4.018 -2.054 1.894  0.101
H -5.431 -0.209 -1.724  0.103

Computed properties:
Total energy (eV): -50607.8165
Multiplicity: 1
Largest force on an atom (eV/A): 0.64
Energy above the lowest of the compared OMol25 structures with the same formula, charge and spin (kJ/mol): 13.40
Frontier orbital gap (eV): 7.46
Net charge: +1
HOMO (eV): -9.89
Lowest unoccupied orbital energy (eV): -2.4


2.
A molecular structure, C34H34N4O5PSW, computed with ωB97M-V/def2-TZVPD.

Each line ends with the Mulliken spin population.
CARTESIAN COORDINATES (ANGSTROEM)
W 0.954 0.213 0.411  1.414
S -0.101 -2.781 1.405  0.010
P -1.366 1.199 -0.400  0.043
O -0.435 -1.292 1.202  0.059
O 4.893 -0.457 1.726  0.030
O 0.330 4.234 1.372  0.009
O 1.010 2.250 0.642  0.009
O 2.853 -2.115 3.121  0.010
N 0.615 0.557 2.742  0.014
N 2.592 -0.460 1.494  0.105
N 2.716 0.968 -0.643  0.054
N 1.257 -1.455 -0.916  0.013
C 2.720 -1.630 -2.632  -0.005
C 1.506 -1.115 -3.147  0.062
C 0.075 3.167 0.884  0.016
C -5.096 -1.078 1.087  -0.003
C -3.744 -0.268 -0.730  -0.001
C 1.060 -0.601 4.789  -0.003
C -4.233 -0.471 1.992  0.004
C -1.038 -3.662 0.189  0.002
C 2.331 -1.122 2.692  0.020
C -3.128 0.228 1.533  0.016
C 0.606 -1.068 -2.112  0.032
C -0.874 -1.266 -2.264  -0.018
C 3.909 0.593 -0.165  0.020
C -0.836 1.757 -3.104  0.014
C 2.539 -1.864 -1.294  0.056
C 5.092 0.926 -0.778  -0.009
C -0.456 1.236 4.760  0.000
C 1.256 -0.383 3.447  0.022
C -1.104 2.365 -4.324  -0.002
C -0.211 1.366 3.399  0.009
C -1.344 2.783 0.513  0.004
C 3.890 -0.190 1.117  0.016
C -2.972 2.483 -2.274  -0.003
C 0.170 0.227 5.464  0.002
C 3.810 2.077 -2.430  -0.004
C -3.240 3.084 -3.493  0.001
C -1.072 -3.165 2.831  0.002
C -4.848 -0.977 -0.274  0.001
C -2.875 0.346 0.168  -0.006
C 2.665 1.714 -1.744  0.024
C -2.303 3.031 -4.518  -0.001
C 5.040 1.670 -1.947  0.006
C 3.457 -2.640 -0.397  -0.006
C -1.765 1.812 -2.071  -0.021
H -4.423 -0.539 3.055  0.000
H -5.964 -1.619 1.442  0.000
H -1.957 2.725 1.412  -0.005
H -3.565 -0.196 -1.796  0.000
H 3.076 -2.745 0.615  0.001
H -1.060 -2.255 -2.698  0.003
H -2.514 3.505 -5.467  0.000
H -3.706 2.545 -1.478  0.000
H 0.069 1.180 -2.979  -0.007
H 4.461 -2.216 -0.337  0.002
H 1.631 -1.379 5.279  0.000
H -4.180 3.598 -3.642  0.000
H -0.955 -4.726 0.412  0.000
H 6.016 0.600 -0.321  0.001
H -0.007 0.102 6.524  0.000
H 5.951 1.943 -2.465  0.000
H -1.387 -1.250 -1.306  0.011
H -0.378 2.307 -5.124  0.000
H 1.270 -0.932 -4.186  -0.004
H -0.674 2.163 2.845  -0.009
H 3.609 -1.875 -3.195  0.001
H -1.762 3.583 -0.096  -0.002
H -1.338 -0.545 -2.931  -0.002
H 3.570 -3.645 -0.808  0.003
H -1.041 -4.244 2.984  0.000
H -2.076 -3.323 0.229  -0.001
H 1.692 2.062 -2.049  -0.008
H -0.583 -3.442 -0.771  0.000
H -5.519 -1.440 -0.986  0.000
H -2.088 -2.809 2.653  0.000
H -2.456 0.675 2.257  -0.003
H -1.122 1.937 5.244  0.000
H 3.722 2.683 -3.321  0.001
H -0.621 -2.655 3.681  0.000

Computed properties:
Total energy (eV): -73954.0671
Multiplicity: 3
Largest force on an atom (eV/A): 0.68
Energy above the lowest of the compared OMol25 structures with the same formula, charge and spin (kJ/mol): 94.55
Frontier orbital gap (alpha / beta) (eV): 6.93 / 6.70
Net charge: +1
HOMO (alpha / beta) (eV): -10.00 / -10.21
⟨S²⟩: 2.0152
Lowest unoccupied orbital energy (alpha / beta) (eV): -3.1 / -3.5